[1]
Computed, not measured: C24H30N2O7 in the gas phase, with ωB97M-V/def2-TZVPD.

Geometry as XYZ:
```
63
Properties=species:S:1:pos:R:3:forces:R:3:mulliken_charge:R:1
C -4.425 4.458 -3.452 -0.3 -0.1 -0.2 -0.70
O -3.175 3.998 -2.955 0.2 0.1 0.3 -0.30
C -2.743 2.827 -3.439 0.3 0.0 0.1 0.48
O -3.333 2.196 -4.274 -0.1 -0.1 -0.1 -0.60
C -1.448 2.421 -2.779 0.0 -0.2 -0.1 0.36
C -0.665 1.426 -3.636 0.0 0.1 0.1 -0.80
C 0.307 0.660 -2.777 -0.7 0.2 -0.1 0.75
O 0.006 0.097 -1.747 -0.1 -0.1 -0.2 -0.59
O 1.541 0.694 -3.245 0.6 0.0 -0.2 -0.46
C 2.509 -0.012 -2.436 0.2 0.1 -0.3 1.94
C 3.892 0.428 -2.917 -0.4 0.0 0.0 -2.04
C 2.357 -1.528 -2.710 -0.2 0.2 0.0 -0.23
O 2.339 -1.903 -3.871 0.0 0.2 0.1 -0.69
C 2.255 -2.403 -1.587 0.0 -0.4 0.3 -0.81
C 2.077 -1.960 -0.310 0.0 0.3 -0.4 1.00
C 1.841 -2.828 0.806 -0.1 0.0 0.3 -1.02
C 1.480 -2.369 2.029 0.1 -0.4 -0.3 0.44
C 1.255 -3.287 3.176 -0.1 0.0 0.0 -0.76
C 2.257 -3.327 4.300 0.0 0.0 0.1 -0.61
C 2.138 -4.485 3.361 0.0 -0.1 0.0 -0.76
N 1.336 -1.010 2.247 0.3 0.0 -0.2 0.51
C 0.693 -0.484 3.429 -0.7 0.1 0.5 -1.01
C -0.859 -0.599 3.395 0.4 0.0 0.1 -1.09
N -1.588 0.068 2.355 0.0 0.1 -0.1 0.13
C -1.621 -0.549 1.040 -0.3 0.2 -0.2 0.20
C -2.804 0.045 0.272 0.2 -0.5 0.0 -0.93
O -2.688 1.446 0.163 0.1 0.1 -0.1 -0.36
C -2.609 2.045 1.433 0.2 0.2 0.3 -0.90
C -1.422 1.502 2.235 -0.4 0.0 -0.2 -0.21
C 1.689 -0.159 1.264 0.3 0.1 -0.6 -0.30
C 2.071 -0.561 0.020 -0.1 -0.1 0.8 0.08
C 2.305 0.463 -0.994 0.1 0.3 0.1 -0.11
O 2.335 1.651 -0.736 0.1 -0.2 -0.1 -0.69
H -4.578 5.446 -3.026 0.0 0.0 0.0 0.24
H -5.225 3.781 -3.146 0.0 0.1 0.0 0.30
H -4.404 4.508 -4.543 0.0 0.0 0.1 0.31
H -0.862 3.312 -2.556 0.0 0.0 0.1 0.33
H -1.718 1.953 -1.826 0.0 0.1 -0.1 -0.30
H -0.124 1.922 -4.441 -0.1 -0.1 0.0 0.32
H -1.372 0.715 -4.073 0.1 0.0 0.0 0.28
H 3.991 0.171 -3.969 0.0 -0.1 0.0 0.46
H 3.994 1.502 -2.788 0.0 0.0 0.1 0.42
H 4.661 -0.085 -2.343 0.1 0.0 0.0 0.40
H 2.220 -3.460 -1.807 0.0 -0.1 0.0 0.46
H 1.922 -3.892 0.648 0.0 -0.1 0.1 0.63
H 0.215 -3.409 3.457 0.0 0.0 0.1 0.43
H 3.135 -2.704 4.217 0.1 0.1 -0.1 0.24
H 1.894 -3.436 5.311 -0.1 0.0 0.0 0.32
H 2.940 -4.642 2.658 0.1 0.1 -0.1 0.33
H 1.687 -5.397 3.720 -0.1 0.0 0.1 0.27
H 1.049 -1.020 4.311 0.0 0.1 -0.1 0.33
H 0.969 0.567 3.526 0.1 -0.1 0.0 0.59
H -1.138 -1.654 3.350 0.0 0.0 0.1 0.53
H -1.211 -0.197 4.352 0.0 -0.1 0.1 0.36
H -1.762 -1.626 1.149 0.0 0.0 0.0 0.43
H -0.715 -0.361 0.450 0.0 -0.1 0.0 -0.18
H -2.823 -0.341 -0.747 0.0 0.0 0.0 0.34
H -3.744 -0.208 0.787 0.1 0.0 -0.1 0.44
H -2.502 3.117 1.259 0.0 0.0 0.1 0.38
H -3.537 1.854 1.994 0.1 0.0 0.0 0.39
H -1.415 1.951 3.231 0.0 0.1 0.0 0.49
H -0.496 1.775 1.704 0.0 0.1 0.1 0.03
H 1.644 0.899 1.480 -0.1 0.0 0.0 0.52
```
Forces are in eV/Å.

Kohn-Sham gap ... 7.7 eV
E_HOMO ... -7.587 eV
Largest force on an atom ... 0.9 eV/Å
SMILES ... COC(=O)CCC(=O)O[C@]1(C)C(=O)C=C2C=C(C3CC3)N(CCN3CCOCC3)C=C2C1=O
Relative energy (zero: lowest compared OMol25 entry of this formula, charge and spin) ... 137.33 kJ/mol

=====

[2]
Computed, not measured: a molecular structure, C24H30NNdO5 at a distorted geometry, with ωB97M-V/def2-TZVPD.

Geometry as XYZ:
```
61
Properties=species:S:1:pos:R:3:forces:R:3:mulliken_spin:R:1
C 0.363 -2.425 -1.705 -0.9 -0.7 -1.2 0.00
C -0.409 -1.112 -1.362 -0.2 -0.3 0.0 0.00
C 1.773 -2.318 -1.127 0.2 0.0 -0.3 0.00
C 1.948 -0.868 -0.590 0.5 -0.1 0.8 0.00
H 2.490 -2.526 -1.923 -0.1 0.0 0.1 0.00
H 1.926 -3.083 -0.360 0.0 0.4 0.1 0.00
C 0.703 -0.096 -1.362 0.5 0.1 -0.5 0.00
H -0.891 -1.213 -0.379 0.2 0.0 -0.2 0.00
H -1.175 -0.936 -2.128 0.0 0.1 0.3 0.00
C 0.387 1.435 -1.283 0.0 0.3 0.0 0.00
H 1.098 -0.152 -2.396 0.0 0.0 -0.1 0.00
H 2.846 -0.401 -1.036 -0.2 0.0 -0.3 0.00
C 2.276 -0.990 0.848 -1.5 1.7 -1.3 0.00
C -0.369 -3.659 -1.227 -0.3 0.9 2.4 0.00
C 0.482 -2.709 -3.216 1.7 0.2 -0.3 0.00
O 1.427 -3.291 -3.729 -1.1 0.6 0.2 0.00
O -0.853 -3.770 -0.106 0.4 -0.4 -1.8 0.00
O -0.410 -4.617 -2.162 -0.6 -0.9 0.2 0.00
O -0.546 -2.264 -3.947 -0.3 -0.2 -0.6 0.00
C -0.463 -2.635 -5.334 0.0 0.1 0.3 0.00
H -1.392 -2.287 -5.778 0.0 0.0 0.0 0.00
H -0.367 -3.719 -5.433 0.0 0.1 0.0 0.00
H 0.398 -2.153 -5.806 -0.1 -0.1 0.1 0.00
C -1.208 -5.757 -1.841 0.1 0.0 0.0 0.00
H -0.874 -6.232 -0.911 -0.1 0.2 -0.2 0.00
H -1.072 -6.433 -2.682 -0.1 -0.1 0.0 0.00
H -2.264 -5.471 -1.752 0.2 -0.1 0.1 0.00
O -0.756 1.966 -0.628 0.3 -1.4 -0.9 0.00
H 0.279 1.805 -2.318 0.3 -0.3 0.0 0.00
H 1.300 1.930 -0.882 0.0 -0.2 0.0 0.01
C 3.296 -0.101 1.429 -0.1 0.3 0.1 0.00
C 1.542 -1.893 1.747 -0.1 0.0 0.3 0.00
H 2.206 -2.720 2.071 0.0 -0.5 0.4 0.00
H 0.639 -2.349 1.312 0.3 0.1 0.2 0.00
H 1.238 -1.361 2.667 -0.1 -0.3 0.0 0.00
H 2.986 0.330 2.387 0.3 0.0 -0.1 0.00
H 3.505 0.748 0.760 0.1 -0.2 0.2 0.00
H 4.243 -0.644 1.603 0.7 -0.1 0.3 0.00
Nd -0.697 2.616 1.357 0.8 -0.6 1.2 3.01
C 0.028 5.130 2.310 -0.5 0.4 -0.5 -0.01
C 0.661 5.087 1.031 -0.9 0.0 -0.1 -0.01
C -0.366 5.023 0.037 0.0 0.6 0.5 0.00
H 1.734 5.157 0.848 -0.4 -0.3 0.1 0.00
C -1.633 5.064 0.700 0.6 0.3 0.1 0.00
C -1.385 5.135 2.108 0.6 0.4 -0.4 0.00
H -2.142 5.204 2.886 0.2 -0.1 -0.2 0.00
H 0.543 5.161 3.267 -0.2 -0.1 -0.3 0.00
H -0.213 4.982 -1.044 -0.1 -0.1 0.4 0.00
H -2.611 5.085 0.216 0.4 -0.1 0.2 0.00
C -1.535 1.168 3.660 -0.7 -0.1 -0.3 0.00
C -2.297 2.365 3.564 -0.2 -0.6 -0.1 -0.01
C -3.132 2.267 2.405 0.1 -0.5 0.3 -0.01
H -2.252 3.205 4.256 0.0 -0.2 -0.2 0.00
C -2.875 1.005 1.786 0.0 -0.1 0.8 0.00
C -1.892 0.318 2.570 -0.6 0.6 0.1 0.00
H -1.559 -0.713 2.425 0.1 0.5 -0.1 0.00
H -0.818 0.927 4.442 -0.1 0.1 -0.3 0.00
H -3.860 3.008 2.077 0.2 -0.2 0.0 0.00
H -3.384 0.603 0.907 0.3 0.2 0.2 0.00
N 2.102 2.010 3.800 -1.3 0.4 -1.1 0.00
C 1.282 2.165 2.970 1.3 -0.1 1.2 0.00
```
Forces are in eV/Å.

Kohn-Sham gap (alpha / beta) ... 2.1 / 2.1 eV
2S+1 ... 4
Net charge ... -2
E_HOMO (alpha / beta) ... 2.061 / 2.058 eV
Largest force on an atom ... 2.6 eV/Å

=====

[3]
Computed, not measured: a molecular structure, C24H31AuClN7O3 at a distorted geometry, with ωB97M-V/def2-TZVPD.

Geometry as XYZ:
```
67
Properties=species:S:1:pos:R:3:forces:R:3:mulliken_spin:R:1
Au 1.442 2.142 -2.662 -0.4 0.8 0.7 0.51
N 1.459 -1.890 -4.703 -0.1 0.1 0.0 -0.01
C 0.163 -2.106 -4.447 0.0 -0.1 -0.1 0.26
C -0.285 -0.992 -3.689 0.1 0.1 0.1 0.16
N 0.718 -0.149 -3.508 -0.2 -0.6 -0.3 0.04
C 1.794 -0.688 -4.122 0.2 0.1 0.1 0.08
C 3.026 -0.020 -4.069 -0.1 0.0 0.0 0.05
N 3.157 1.141 -3.370 0.3 -0.5 -0.4 0.06
C 4.426 1.536 -3.497 -0.2 0.1 0.2 0.12
C 5.116 0.614 -4.292 0.1 -0.1 -0.1 0.22
N 4.230 -0.338 -4.631 0.0 0.1 0.1 0.01
H 2.049 -2.514 -5.237 0.0 0.0 0.0 0.00
H -0.362 -2.984 -4.795 0.0 0.0 0.0 0.00
H -1.271 -0.807 -3.290 0.0 -0.1 -0.1 0.02
H 4.795 2.434 -3.028 0.1 0.0 -0.1 0.01
H 6.145 0.591 -4.614 0.0 0.0 0.0 0.00
H 4.446 -1.136 -5.212 0.0 0.0 0.0 0.00
C -1.858 2.113 -3.155 0.2 0.2 0.1 0.01
C -1.196 3.477 -3.081 -0.5 -0.5 -0.2 -0.01
O -1.707 4.476 -3.488 0.2 0.2 0.1 0.04
O 0.021 3.523 -2.509 0.4 0.2 0.0 0.31
H -2.924 2.263 -3.297 -0.1 -0.1 0.0 0.00
H -1.670 1.539 -2.244 -0.1 0.0 0.0 0.00
H -1.459 1.582 -4.023 0.0 0.0 0.0 -0.01
C -0.190 -1.070 5.057 0.0 0.0 0.0 0.00
C 0.556 -1.808 3.936 0.1 0.0 0.0 0.00
C 1.998 -2.037 4.422 0.0 0.0 0.0 0.00
C -0.112 -3.176 3.746 0.0 0.0 0.0 0.00
C 0.563 -1.026 2.578 -0.1 0.0 0.0 0.00
O 1.472 -1.654 1.646 0.0 -0.1 0.0 0.00
C -0.783 -0.954 1.835 0.0 0.0 0.1 0.00
C -1.949 -0.143 2.428 0.0 -0.1 -0.1 0.00
C -2.905 0.294 1.342 0.0 0.0 0.0 0.00
C -3.651 -0.651 0.641 0.0 0.0 0.0 0.00
C -4.519 -0.274 -0.372 0.0 -0.1 0.0 0.00
C -4.652 1.069 -0.691 0.1 0.0 0.1 0.00
Cl -5.739 1.548 -1.950 0.0 0.0 -0.1 0.00
C -3.929 2.028 -0.002 0.0 0.1 0.0 0.00
C -3.058 1.634 1.006 0.0 0.0 0.0 0.00
C 1.179 0.361 2.771 0.0 -0.1 0.0 0.00
N 1.092 1.174 1.561 0.1 0.0 0.0 0.00
C 1.638 0.961 0.374 0.0 0.0 0.0 -0.01
N 1.281 1.949 -0.441 -0.1 0.0 -0.3 0.14
C 0.483 2.752 0.323 0.0 0.0 0.0 -0.01
N 0.351 2.304 1.543 0.1 0.0 -0.1 0.01
H -0.164 -1.693 5.952 0.0 0.0 0.0 0.00
H -1.236 -0.887 4.825 0.0 0.0 0.0 0.00
H 0.281 -0.124 5.323 0.0 0.0 0.0 0.00
H 1.980 -2.689 5.296 0.0 0.0 0.0 0.00
H 2.476 -1.105 4.731 0.0 0.0 0.0 0.00
H 2.623 -2.509 3.665 0.0 0.0 0.0 0.00
H -0.012 -3.750 4.667 0.0 0.0 0.0 0.00
H 0.349 -3.776 2.955 0.0 0.0 0.0 0.00
H -1.178 -3.087 3.534 0.0 0.0 0.0 0.00
H 1.315 -2.605 1.660 0.0 0.0 0.0 0.00
H -1.109 -1.980 1.654 0.0 0.0 -0.1 0.00
H -0.554 -0.544 0.847 0.0 0.0 0.0 0.00
H -1.586 0.737 2.961 0.0 0.0 0.0 0.00
H -2.495 -0.760 3.143 0.0 0.1 0.1 0.00
H -3.573 -1.700 0.907 0.0 0.0 0.0 0.00
H -5.114 -1.010 -0.896 0.0 0.0 0.0 0.00
H -4.062 3.075 -0.243 0.0 0.0 0.0 0.00
H -2.504 2.385 1.558 0.0 0.0 0.0 0.00
H 2.229 0.240 3.023 0.0 0.1 0.1 0.00
H 0.682 0.932 3.546 0.0 0.0 0.0 0.00
H 2.249 0.106 0.139 0.0 0.0 0.1 0.00
H 0.021 3.655 -0.038 0.0 0.0 0.0 0.00
```
Forces are in eV/Å.

Kohn-Sham gap (alpha / beta) ... 5.2 / 2.1 eV
2S+1 ... 3
Net charge ... +2
E_HOMO (alpha / beta) ... -12.841 / -12.841 eV
Largest force on an atom ... 1.1 eV/Å
Relative energy (zero: lowest compared OMol25 entry of this formula, charge and spin) ... 211.89 kJ/mol